# 1
ORCA calculation (ωB97M-V with the def2-TZVPD basis set) on C19H22N2O4S in the gas phase.

## Properties
- Lowest unoccupied orbital energy: -0.0041 Eh
- Relative energy (zero: lowest compared OMol25 entry of this formula, charge and spin): 20.93 kcal/mol
- Strongest force on any atom: 0.908 eV Å⁻¹
- HOMO energy: -8.2 eV
- SMILES: CCn1c(=O)c2cc(C(=O)N(C)CC(OC)OC)sc2c2ccccc21
- Multiplicity: 1

XYZ file:
```
48
Properties=species:S:1:pos:R:3:forces:R:3
C -5.92896 -1.76186 0.71080 0.130 0.053 -0.204
C -5.12004 -1.60999 -0.57357 -0.307 -0.319 0.033
N -3.88101 -0.87981 -0.34809 0.036 -0.340 -0.092
C -2.75306 -1.67623 -0.16238 -0.077 0.069 -0.046
O -2.83079 -2.88984 -0.19721 0.145 -0.192 0.074
C -1.51587 -0.94867 0.06040 0.168 0.757 0.056
C -0.24098 -1.51717 0.25526 0.372 0.097 0.093
C 0.74688 -0.59038 0.45458 -0.802 0.103 -0.148
C 2.14919 -1.00507 0.63744 0.386 -0.336 0.117
O 2.42298 -2.18720 0.45586 -0.154 -0.071 -0.011
N 3.09799 -0.11870 1.02816 0.141 -0.153 0.082
C 2.89891 1.29837 1.20539 -0.209 0.295 0.081
C 4.45615 -0.59948 1.10570 0.319 -0.103 -0.412
C 5.31140 -0.13082 -0.09736 0.154 -0.425 0.279
O 4.61164 -0.17167 -1.31187 0.074 0.431 0.289
C 4.48729 -1.45698 -1.88118 -0.014 -0.256 -0.049
O 5.71102 1.17939 0.15527 -0.195 -0.079 0.026
C 6.60588 1.70701 -0.80343 -0.013 -0.002 -0.106
S 0.09765 1.02933 0.38887 -0.511 -0.323 -0.097
C -1.49479 0.43199 0.10108 0.644 -0.636 0.072
C -2.67427 1.20735 -0.07046 -0.517 0.191 -0.066
C -2.66905 2.60397 -0.02238 -0.144 -0.215 -0.033
C -3.83225 3.31623 -0.18762 0.032 0.119 0.009
C -5.02198 2.62925 -0.40248 0.066 -0.024 0.009
C -5.04960 1.25214 -0.45238 -0.112 -0.062 -0.037
C -3.87944 0.49897 -0.29226 0.351 0.728 0.077
H -6.84742 -2.30464 0.50430 -0.120 -0.048 0.027
H -5.35147 -2.32320 1.44100 0.032 -0.054 0.071
H -6.18002 -0.79356 1.13831 -0.058 0.056 0.064
H -5.69721 -1.11649 -1.35762 0.092 -0.015 0.032
H -4.82718 -2.60127 -0.92901 -0.100 0.267 -0.023
H -0.05305 -2.57512 0.25045 0.097 -0.144 -0.005
H 2.62521 1.78330 0.26553 0.108 0.085 0.032
H 3.83688 1.73272 1.54088 -0.099 0.014 -0.009
H 2.12720 1.49357 1.95306 0.082 0.058 0.003
H 4.93170 -0.23056 2.01712 -0.009 -0.053 -0.025
H 4.41709 -1.69018 1.12153 0.078 0.204 0.039
H 6.20694 -0.79021 -0.16982 -0.191 0.169 -0.039
H 5.47164 -1.92393 -2.00631 -0.008 0.015 -0.052
H 3.85196 -2.10892 -1.27482 0.059 0.036 -0.075
H 4.02793 -1.30633 -2.85575 0.032 -0.099 -0.016
H 7.51953 1.10280 -0.85224 -0.008 0.032 -0.004
H 6.14403 1.74368 -1.79246 0.060 0.027 0.043
H 6.84682 2.71301 -0.46800 0.072 -0.009 -0.067
H -1.72729 3.10481 0.14788 0.058 0.123 0.013
H -3.82520 4.39423 -0.14984 0.009 0.097 0.005
H -5.94268 3.17850 -0.53071 -0.082 0.024 -0.013
H -5.99746 0.76845 -0.61643 -0.063 -0.094 0.001
```
Positions in Å, forces in eV/Å.

***

# 2
ORCA calculation (ωB97M-V with the def2-TZVPD basis set) on a molecular structure, C33H27Cl2IN4O3Rh at a distorted geometry.

## Properties
- Lowest unoccupied orbital energy: 0.0706 Eh
- Relative energy (zero: lowest compared OMol25 entry of this formula, charge and spin): 283.04 kcal/mol
- Strongest force on any atom: 1.957 eV Å⁻¹
- HOMO energy: -4.1 eV
- Charge: -1
- Multiplicity: 1

XYZ file:
```
71
Properties=species:S:1:pos:R:3:forces:R:3
Rh -0.38997 0.70609 0.27414 0.746 0.081 -0.032
C 3.59372 2.75909 -0.76700 -0.075 -0.169 -0.202
C 3.88267 1.52533 0.02356 0.273 0.243 0.768
C 4.90751 0.63322 -0.02556 -0.103 -0.136 -0.246
C 5.27211 -0.20525 1.03907 0.038 -0.052 -0.143
C 4.72525 0.00416 2.29803 -0.136 -0.014 0.150
C 3.67263 0.83112 2.61158 0.241 -0.097 0.024
C 3.13454 1.15480 3.96954 -0.031 -0.016 -0.024
C 0.46842 2.99967 3.01405 0.251 0.773 -0.688
N -0.15374 3.64924 2.22840 -0.487 -1.483 1.181
C -1.60924 3.67387 2.23552 0.180 0.638 -0.935
O -2.16338 4.72871 2.16711 -0.012 -0.181 0.124
C -2.34877 2.37294 2.38966 0.076 0.100 0.023
C -3.58112 2.52067 3.00501 0.089 0.017 0.130
C -4.29953 1.38887 3.35278 0.019 0.035 -0.032
C -3.76644 0.16700 3.02286 0.038 -0.037 -0.067
C -2.57212 0.10416 2.30509 -0.136 -0.076 -0.042
N -1.84593 1.18940 2.00381 0.441 0.019 0.090
C -2.22683 -1.26773 1.74417 0.050 -0.026 0.063
O -2.75648 -2.26210 2.26387 0.018 0.029 -0.019
N -1.46424 -1.17846 0.68075 -0.016 0.206 -0.203
C -1.19307 -2.31692 -0.10744 0.079 -0.040 0.060
C -1.82947 -2.43852 -1.35017 0.009 -0.016 -0.014
C -2.97639 -1.53302 -1.70735 -0.011 0.016 0.035
C -1.42174 -3.44187 -2.22200 -0.016 0.000 0.001
C -0.42454 -4.33616 -1.86387 -0.007 -0.006 0.001
C 0.15014 -4.24797 -0.60526 -0.002 -0.002 -0.001
C -0.22951 -3.25217 0.28889 -0.011 0.009 0.024
C 0.34590 -3.20022 1.67489 -0.004 -0.071 -0.003
H 4.49731 3.07330 -1.29230 -0.008 -0.015 -0.020
H 3.30037 3.57478 -0.10057 0.002 0.021 -0.022
H 2.79323 2.63860 -1.50227 -0.020 -0.006 -0.006
H 5.50808 0.60524 -0.93474 0.020 0.058 0.019
H 6.06853 -0.92395 0.91117 0.020 0.024 0.013
H 5.20091 -0.46827 3.15491 -0.031 -0.042 -0.010
H 3.49003 0.39847 4.67211 0.027 0.008 0.007
H 2.04450 1.13101 3.97876 0.059 -0.015 0.032
H 3.45626 2.13340 4.33594 -0.026 0.013 -0.013
H -3.92498 3.51580 3.23887 -0.023 0.029 -0.016
H -5.25239 1.47240 3.85917 0.010 -0.004 0.011
H -4.24404 -0.77825 3.23700 -0.009 0.004 0.022
H -2.86010 -0.54427 -1.26642 -0.053 -0.117 0.014
H -3.90894 -1.94422 -1.31024 -0.006 -0.013 -0.012
H -3.08284 -1.43543 -2.78938 -0.002 0.006 -0.009
H -1.89768 -3.51834 -3.19405 -0.002 -0.001 -0.001
H -0.10954 -5.10836 -2.55560 0.006 0.004 -0.002
H 0.90849 -4.96291 -0.30375 0.004 0.006 -0.001
H 1.32073 -3.68886 1.71552 0.003 0.006 -0.003
H -0.32772 -3.70268 2.37366 -0.004 0.013 -0.017
H 0.44594 -2.17386 2.01703 0.019 0.056 0.035
Cl -1.33649 0.32242 -6.48636 0.002 0.003 0.001
C -1.48105 0.74777 -4.79769 -0.009 -0.013 0.006
C -2.50044 1.56566 -4.39500 -0.007 -0.011 -0.003
C -2.65847 1.90781 -3.04812 0.024 0.023 0.013
I -4.26129 3.09468 -2.45774 -0.003 -0.005 0.001
C -1.80031 1.44357 -2.04936 0.126 0.112 -0.075
O -1.94593 1.68403 -0.79865 -0.085 -0.339 -0.090
C -0.70940 0.61237 -2.51453 -0.008 0.020 0.014
N 0.14791 0.14795 -1.55222 -0.072 -0.037 0.074
C 1.11495 -0.68371 -1.85834 0.051 0.041 -0.066
C 1.32110 -1.10723 -3.18245 -0.012 0.012 -0.007
C 0.50564 -0.64934 -4.17373 -0.001 -0.007 0.005
C -0.55306 0.23573 -3.86186 0.002 0.009 0.000
H -3.20213 1.94050 -5.12779 0.001 0.003 0.001
H 1.74459 -0.99862 -1.03802 -0.006 -0.026 -0.010
H 2.12401 -1.80013 -3.39034 0.002 -0.002 0.005
H 0.64248 -0.96564 -5.19869 0.004 0.004 -0.002
Cl 2.62635 1.25863 1.29727 -0.493 0.131 -0.581
C 1.44129 0.13575 1.07122 -0.256 0.059 0.878
H 1.88935 -0.79605 1.41089 -0.189 -0.282 -0.421
H 0.56440 1.88227 -0.03745 -0.555 0.525 0.212
```
Positions in Å, forces in eV/Å.

***

# 3
ORCA calculation (ωB97M-V with the def2-TZVPD basis set) on C13H24BO2PS in the gas phase at a distorted geometry.

## Properties
- Lowest unoccupied orbital energy: -0.0217 Eh
- Relative energy (zero: lowest compared OMol25 entry of this formula, charge and spin): 42.84 kcal/mol
- Strongest force on any atom: 2.510 eV Å⁻¹
- HOMO energy: -8.5 eV
- SMILES: C#CCB(CCCCCCCCOC(C)=O)[PH2]=S
- Multiplicity: 1

XYZ file:
```
42
Properties=species:S:1:pos:R:3:forces:R:3
C 5.11618 0.52922 -2.99862 -1.063 -0.468 -0.570
C 4.38495 -0.18383 -2.32465 0.051 -0.549 -0.077
C 3.56959 -1.25853 -1.54821 0.899 0.043 -0.845
B 3.75798 -1.23002 0.05017 -0.490 1.256 -0.235
C 3.86906 0.06851 0.99086 0.194 -0.169 -0.360
C 3.29228 1.41532 0.37501 -0.308 0.543 0.624
C 1.79970 1.33262 -0.15018 0.029 0.600 0.399
C 0.69901 1.16211 0.99190 -0.461 0.520 -1.383
C -0.70249 0.88890 0.23252 0.324 0.677 -0.203
C -1.86142 1.90912 0.66400 -0.376 -1.031 -0.319
C -3.16174 1.05109 0.99966 -0.566 0.091 -0.183
C -4.03363 0.70526 -0.30412 1.784 0.721 0.832
O -4.60036 -0.61354 -0.08000 -2.302 0.828 -0.563
C -5.87922 -0.74220 -0.61583 -1.501 -0.671 -0.456
C -6.79097 -1.89125 0.01038 2.089 -0.272 -0.102
O -6.34408 -0.08033 -1.52742 1.334 -0.362 1.410
P 3.81795 -2.96913 0.92730 0.502 -0.715 0.609
S 4.90480 -4.27812 -0.02855 -0.001 -0.116 -0.349
H 5.55694 1.08887 -3.86650 -0.500 -0.801 1.772
H 3.92573 -2.28678 -1.90109 -0.344 1.336 0.282
H 2.46669 -1.22011 -1.84088 1.338 0.139 0.436
H 3.39270 -0.21099 1.99302 0.571 0.627 -1.148
H 4.98018 0.22531 1.21398 -1.241 -0.278 -0.157
H 3.29063 2.18003 1.22605 -0.026 -0.880 -1.077
H 3.96300 1.87415 -0.42314 -0.775 -0.991 0.939
H 1.58028 2.33825 -0.64681 0.202 -1.322 0.525
H 1.61366 0.55314 -0.94340 0.521 0.701 0.849
H 0.61260 2.18252 1.49409 0.208 -1.536 -0.231
H 0.93582 0.34239 1.73228 -0.204 0.991 -0.750
H -0.53767 1.06176 -0.88406 -0.055 -0.390 1.421
H -1.03593 -0.19487 0.34346 0.398 1.416 -0.008
H -1.53766 2.56425 1.53052 -0.463 -0.913 -0.932
H -2.09098 2.59460 -0.21711 0.263 -0.732 1.177
H -3.84681 1.61195 1.70835 0.835 -0.728 -0.662
H -2.89094 0.04753 1.46179 -0.193 1.401 -0.373
H -4.80328 1.52627 -0.39698 0.678 -1.280 -0.394
H -3.33898 0.63007 -1.19207 -0.982 0.303 0.752
H -7.55051 -1.47302 0.72983 0.837 -0.400 -0.952
H -6.07922 -2.60132 0.54109 -1.113 0.797 -0.360
H -7.23894 -2.45860 -0.85468 0.196 0.861 1.039
H 4.44072 -2.76058 2.21313 -0.841 0.204 -0.414
H 2.48426 -3.43583 1.24294 0.554 0.550 0.036
```
Positions in Å, forces in eV/Å.

***

# 4
ORCA calculation (ωB97M-V with the def2-TZVPD basis set) on C3H6N2O3 in the gas phase at a distorted geometry.

## Properties
- Lowest unoccupied orbital energy: 0.0173 Eh
- Relative energy (zero: lowest compared OMol25 entry of this formula, charge and spin): 38.75 kcal/mol
- Strongest force on any atom: 4.442 eV Å⁻¹
- HOMO energy: -9.7 eV
- SMILES: [H]/N=C(/N)[C@H](O)C(=O)O
- Multiplicity: 1

XYZ file:
```
14
Properties=species:S:1:pos:R:3:forces:R:3
H -1.13433 1.15147 1.12509 0.060 0.332 -1.055
N -1.20361 1.37991 0.10820 0.626 -1.411 -1.144
C -0.63368 0.42266 -0.57666 -1.007 0.617 1.841
N -0.54440 0.31640 -1.93464 0.026 0.511 -0.410
C 0.07779 -0.69319 0.12838 -0.236 -0.933 0.295
O -0.83645 -1.61079 0.71685 1.803 0.465 2.004
C 1.00370 -0.08860 1.27334 -0.500 0.095 -4.412
O 1.00871 -0.56500 2.34476 0.323 -0.222 1.865
O 1.76634 0.92398 0.81913 0.693 -0.525 2.331
H -0.42543 -0.56303 -2.45748 -0.091 0.902 0.934
H -0.90152 1.10713 -2.43082 -0.356 0.073 -0.467
H 0.62111 -1.23420 -0.67007 0.585 0.137 0.717
H -0.37346 -1.72637 1.62409 -1.406 -0.168 -1.533
H 1.57526 1.17961 -0.07017 -0.517 0.125 -0.966
```
Positions in Å, forces in eV/Å.

***

# 5
ORCA calculation (ωB97M-V with the def2-TZVPD basis set) on a molecular structure, C8H24BrMgN2O3 at a distorted geometry.

## Properties
- Lowest unoccupied orbital energy (alpha / beta): -0.0079 / -0.0763 Eh
- Strongest force on any atom: 2.059 eV Å⁻¹
- HOMO energy (alpha / beta): -7.9 / -8.9 eV
- Multiplicity: 2
- Expectation value of S²: 0.75

XYZ file:
```
39
Properties=species:S:1:pos:R:3:forces:R:3
Mg -6.88320 21.00489 5.31277 0.295 -1.036 -0.348
Br -6.42513 18.47527 4.68688 -0.454 0.995 0.260
O -5.67880 17.66854 7.80702 0.184 0.088 0.448
H -6.04578 16.89123 8.22817 -0.047 -0.173 0.180
H -6.07075 17.67597 6.93378 -0.089 0.086 -0.488
C -3.71582 19.28307 1.27954 0.158 0.020 0.060
C -5.05001 19.67526 0.67853 0.875 -0.344 -1.774
C -5.76594 18.51820 -0.11739 0.355 0.056 1.075
O -5.06946 18.05208 -1.24173 0.558 1.345 0.029
C -5.48950 16.80711 -1.66196 -0.568 -0.993 -0.159
N -5.91758 20.21426 1.69145 -0.468 -0.294 0.203
H -3.86343 18.53510 2.05854 0.385 -0.332 -0.134
H -3.20224 20.13135 1.73203 -0.421 0.273 0.251
H -3.00766 19.00497 0.49898 -0.228 -0.699 0.022
H -4.76523 20.44916 -0.03428 -0.525 0.241 -0.303
H -6.79840 18.79071 -0.33613 -0.194 0.588 -0.592
H -5.94091 17.68003 0.55712 0.367 -0.345 0.540
H -4.91812 16.45797 -2.52204 0.301 0.213 0.201
H -6.53238 16.78406 -1.97815 -0.370 0.279 -0.070
H -5.42523 16.09204 -0.84181 0.232 -0.332 0.082
H -6.84945 20.18889 1.30276 -0.451 0.442 -0.065
H -5.96630 19.48010 2.38335 -0.010 -0.035 0.614
C -3.06792 14.70864 1.95661 -1.961 -0.335 0.532
C -4.33289 15.37200 2.65609 0.919 -0.357 0.068
C -5.31101 14.27864 3.23767 0.718 0.805 -0.028
O -6.02928 13.66405 2.20551 -0.391 -0.717 -0.253
C -6.66499 12.43460 2.57828 -0.084 0.713 -0.428
N -3.81632 16.34895 3.62526 -0.007 -0.639 0.372
H -2.49000 14.09943 2.65157 0.137 0.416 0.452
H -2.42542 15.42913 1.45045 -0.249 -0.099 -0.007
H -3.49334 13.94129 1.30984 0.222 0.206 -0.674
H -4.90401 15.95679 1.93502 0.003 -0.197 -0.301
H -5.99579 14.73145 3.95471 -0.166 0.343 0.124
H -4.75302 13.52544 3.79394 0.393 -0.175 0.121
H -7.12249 12.04575 1.66856 0.379 -0.211 -0.025
H -7.50259 12.55479 3.26536 0.012 0.438 0.350
H -5.96256 11.73911 3.03764 0.165 -0.129 -0.189
H -4.48455 17.01662 3.98272 -0.426 -0.008 -0.347
H -3.53251 15.84607 4.45391 0.452 -0.099 0.201
```
Positions in Å, forces in eV/Å.

***

# 6
ORCA calculation (ωB97M-V with the def2-TZVPD basis set) on 2 unconnected molecules or ions with the total composition CHIOS at a distorted geometry.

## Properties
- Lowest unoccupied orbital energy: 0.0066 Eh
- Relative energy (zero: lowest compared OMol25 entry of this formula, charge and spin): 2.82 kcal/mol
- Strongest force on any atom: 3.691 eV Å⁻¹
- HOMO energy: -10.0 eV
- SMILES: O=C=S.I
- Multiplicity: 1

XYZ file:
```
5
Properties=species:S:1:pos:R:3:forces:R:3
O 0.04237 -0.98473 1.03179 0.790 0.864 0.349
C 0.57994 -0.05151 1.47745 -1.870 -3.014 -1.020
S 1.19989 1.14714 2.16531 1.151 2.016 0.878
I -0.89665 0.57510 -1.75657 -0.110 -1.173 -1.435
H -0.92555 -0.68599 -2.91798 0.038 1.308 1.228
```
Positions in Å, forces in eV/Å.

***

Please write out number 4 again, unchanged.
ORCA calculation (ωB97M-V with the def2-TZVPD basis set) on C3H6N2O3 in the gas phase at a distorted geometry.

## Properties
- Lowest unoccupied orbital energy: 0.0173 Eh
- Relative energy (zero: lowest compared OMol25 entry of this formula, charge and spin): 38.75 kcal/mol
- Strongest force on any atom: 4.442 eV Å⁻¹
- HOMO energy: -9.7 eV
- SMILES: [H]/N=C(/N)[C@H](O)C(=O)O
- Multiplicity: 1

XYZ file:
```
14
Properties=species:S:1:pos:R:3:forces:R:3
H -1.13433 1.15147 1.12509 0.060 0.332 -1.055
N -1.20361 1.37991 0.10820 0.626 -1.411 -1.144
C -0.63368 0.42266 -0.57666 -1.007 0.617 1.841
N -0.54440 0.31640 -1.93464 0.026 0.511 -0.410
C 0.07779 -0.69319 0.12838 -0.236 -0.933 0.295
O -0.83645 -1.61079 0.71685 1.803 0.465 2.004
C 1.00370 -0.08860 1.27334 -0.500 0.095 -4.412
O 1.00871 -0.56500 2.34476 0.323 -0.222 1.865
O 1.76634 0.92398 0.81913 0.693 -0.525 2.331
H -0.42543 -0.56303 -2.45748 -0.091 0.902 0.934
H -0.90152 1.10713 -2.43082 -0.356 0.073 -0.467
H 0.62111 -1.23420 -0.67007 0.585 0.137 0.717
H -0.37346 -1.72637 1.62409 -1.406 -0.168 -1.533
H 1.57526 1.17961 -0.07017 -0.517 0.125 -0.966
```
Positions in Å, forces in eV/Å.